# C3H4OS

2 unconnected molecules or ions with the total composition C3H4OS (wB97M-V/def2-TZVPD, the OMol25 dataset).

Results
E_LUMO (alpha / beta) = -0.89 / -0.48 eV
Kohn-Sham gap (alpha / beta) = 6.810 / 7.948 eV
Multiplicity = 1

Each line ends with the Mulliken charge.
Positions of all 9 atoms, in Å:
C 0.17831 -0.22816 2.92185  -0.1111
C 1.52608 -0.46070 -0.09527  0.1995
C 0.26920 -0.24988 -0.86244  -0.6931
O 2.60461 -0.57981 -0.49923  -0.3238
S -0.28718 -0.74035 4.35269  -0.1174
H -0.61333 0.15838 2.28277  0.2106
H -0.25558 0.57442 -0.45223  0.2839
H -0.15693 -1.19207 -0.82103  0.2652
H 0.53553 0.27313 -1.85668  0.2860

# C3H4OS

A single C3H4OS molecule (wB97M-V/def2-TZVPD, the OMol25 dataset).

Results
SMILES = C=CC(O)=S
E_LUMO = -0.63 eV
Kohn-Sham gap = 8.126 eV
Multiplicity = 1

Each line ends with the Mulliken charge.
Positions of all 9 atoms, in Å:
C 1.56425 0.76329 1.31789  -0.7148
C 0.36469 0.02221 1.28973  -0.1400
C -0.28908 -0.29385 0.03558  0.6055
O -1.29722 -1.12533 0.21241  -0.3864
S -0.14073 0.36458 -1.46546  -0.3020
H 1.86885 1.23622 0.37258  0.2214
H 2.09107 0.97591 2.16376  0.3200
H 0.00416 -0.52084 2.26201  0.1088
H -1.17374 -1.47181 1.09060  0.2875

# C3H4OS

A single C3H4OS molecule (wB97M-V/def2-TZVPD, the OMol25 dataset).

Results
SMILES = C1=CSCO1
E_LUMO = 0.91 eV
Kohn-Sham gap = 9.172 eV
Multiplicity = 1

Each line ends with the Mulliken charge.
Positions of all 9 atoms, in Å:
C -0.76909 0.79136 -0.17695  -0.3139
C 0.40879 1.18599 0.09407  -0.0983
S 1.64438 -0.03758 -0.20898  -0.1108
C 0.28516 -1.23939 0.11788  -0.2865
O -0.96801 -0.62542 -0.27105  -0.3558
H -1.72445 1.34801 -0.20674  0.3379
H 0.71996 2.27085 0.24589  0.2881
H 0.37838 -1.94118 -0.68660  0.2534
H 0.02487 -1.75264 1.09249  0.2860

# C3H4OS

A molecular structure, C3H4OS (wB97M-V/def2-TZVPD, the OMol25 dataset).

Results
E_LUMO = -0.57 eV
Kohn-Sham gap = 7.980 eV
Multiplicity = 1

Each line ends with the Mulliken charge.
Positions of all 9 atoms, in Å:
C -0.49142 -0.57638 1.38786  -0.3427
C 0.50401 -0.72860 -0.28734  0.5745
C 0.04586 0.51991 -0.88261  -0.9744
O 1.36266 -1.38110 -0.81036  -0.4252
S 0.19210 0.10875 2.71327  -0.1551
H -1.52307 -0.71727 1.35270  0.3568
H -0.97421 0.86455 -0.74157  0.3531
H 0.18205 0.44340 -1.96400  0.3324
H 0.70203 1.46673 -0.76795  0.2806

# C3H4OS

A single C3H4OS molecule (wB97M-V/def2-TZVPD, the OMol25 dataset).

Results
E_LUMO (alpha / beta) = 0.91 / -1.49 eV
Kohn-Sham gap (alpha / beta) = 8.853 / 8.443 eV
Expectation value of S² = 2.007
Multiplicity = 3

Each line ends with the Mulliken charge.
Positions of all 9 atoms, in Å:
C -0.32492 0.17596 -0.52927  -0.0920
C 0.86364 0.77349 0.10103  -0.3460
C 0.69255 -0.68838 0.05225  -0.4066
O -3.00590 -0.63375 -0.00017  -0.3698
S -2.26282 0.61892 -0.07985  0.3032
H 1.50012 0.93488 -0.74020  0.2095
H 0.71740 1.39785 0.97433  0.3075
H 0.50495 -1.38578 0.85953  0.2516
H 1.31496 -1.19319 -0.63764  0.1426

# C3H4OS2

A single C3H4OS2 molecule (wB97M-V/def2-TZVPD, the OMol25 dataset).

Results
SMILES = O=C(C=S)CS
E_LUMO = -1.69 eV
Kohn-Sham gap = 7.631 eV
Multiplicity = 1

Each line ends with the Mulliken charge.
Positions of all 10 atoms, in Å:
O -0.84838 -0.29238 1.35954  -0.5316
C 0.04231 -0.17092 0.51340  0.6700
C 1.36182 0.34534 1.06758  -0.3074
S 2.57604 0.84161 0.11438  -0.1714
C -0.30337 -0.12098 -0.96731  -0.5705
S -1.93817 -0.86273 -1.31410  -0.2115
H 1.28194 0.40683 2.18433  0.3242
H 0.55636 -0.62833 -1.54700  0.3408
H -0.29626 0.99031 -1.28170  0.3098
H -2.43229 -0.50876 -0.12913  0.1476

Q: Which formula does entry 5 have?
A: C3H4OS